Entry 1:
Below is 2 unconnected molecules or ions with the total composition C4H10N in a non-equilibrium geometry, with properties calculated with ωB97M-V/def2-TZVPD.

Structure (ORCA input):
```
! RIJCOSX wB97M-V def2-TZVPD def2/J DEFGRID3
* xyz 1 1
C 0.9162 -0.9517 1.5142
C 1.6203 -0.0810 0.7897
C -1.2688 1.6662 -0.8413
C -0.7803 -0.4841 -1.7290
N -1.0447 0.4655 -0.6338
H 0.0958 -1.3370 1.1190
H 2.3784 0.5404 1.1188
H -1.2404 0.0031 0.2791
H 1.3438 -0.3100 -0.1372
H 1.2352 -1.1367 2.5072
H -1.0687 2.0313 -1.8037
H -1.5807 2.4769 -0.2331
H -0.9298 -0.0388 -2.7218
H -1.2464 -1.4000 -1.4712
H 0.3338 -0.5379 -1.6002
*
```

Calculated values
HOMO level = -13.936 eV
Kohn-Sham gap = 8.81 eV
energy = -5790.230 eV

Atomic partial charges in e from the natural (NBO) method, atoms 1 to 8:
1. C -0.346
2. C -0.383
3. C 0.137
4. C -0.429
5. N -0.370
6. H 0.147
7. H 0.224
8. H 0.458

***

Entry 2:
Below is a gas-phase ion, C10H15N2 (charge +1) in a non-equilibrium geometry, with properties calculated with ωB97M-V/def2-TZVPD.

Structure (ORCA input):
```
! RIJCOSX wB97M-V def2-TZVPD def2/J DEFGRID3
* xyz 1 1
C -3.4618 -0.0794 -1.1178
C -2.4907 0.3693 -0.0172
N -2.7878 1.3149 0.9290
N -1.2536 -0.0192 -0.2518
C -0.1522 0.4331 0.5798
C -0.0656 -0.1953 2.0217
C 1.1082 0.0538 -0.1061
C 1.5528 -1.3005 -0.0521
C 2.7297 -1.6620 -0.5659
C 3.6561 -0.6806 -1.0031
C 3.2240 0.5880 -1.1556
C 1.9501 1.0188 -0.6372
H -4.5179 -0.0431 -0.8222
H -3.2893 0.5607 -1.9889
H -3.2420 -1.0689 -1.3850
H -3.7360 1.6220 1.0406
H -2.1461 1.5038 1.7157
H -0.9215 -0.6101 -1.0179
H -0.1014 1.5714 0.7945
H 0.9292 -0.2187 2.3723
H -0.5879 0.3934 2.8248
H -0.3837 -1.2074 2.0104
H 0.8421 -2.0164 0.3606
H 3.1180 -2.7287 -0.4560
H 4.5643 -0.9900 -1.4364
H 3.8100 1.3635 -1.6967
H 1.6532 2.0275 -0.9397
*
```

Calculated values
HOMO level = -12.550 eV
SMILES = C/C(N)=[NH+]/[C@@H](C)c1ccccc1
Kohn-Sham gap = 9.25 eV
energy = -13587.132 eV

Atomic partial charges in e from the natural (NBO) method, atoms 1 to 8:
1. C -0.670
2. C 0.588
3. N -0.744
4. N -0.518
5. C -0.103
6. C -0.620
7. C -0.078
8. C -0.236

***

Entry 3:
Below is 2 unconnected molecules or ions with the total composition C5H11O2 in a non-equilibrium geometry, with properties calculated with ωB97M-V/def2-TZVPD.

Structure (ORCA input):
```
! RIJCOSX wB97M-V def2-TZVPD def2/J DEFGRID3
* xyz -1 1
C -1.2703 -1.7465 2.5669
C -1.4028 -2.6570 1.3138
H -0.7684 -0.8382 2.2101
H -2.2318 -1.4103 2.9877
H -0.6600 -2.3026 3.2211
H -2.3246 -3.2095 1.1972
H -0.7327 -3.5569 1.2816
H -1.3170 -1.9441 0.5998
C 1.3687 1.3286 -1.0168
C 1.7698 2.2427 -2.2824
C -0.1871 1.5679 -1.0900
O -0.7078 2.3030 -0.2551
O -0.5165 1.0363 -2.1679
H 1.5791 0.2923 -1.0717
H 1.7213 1.7305 -0.0435
H 2.1583 1.5236 -2.9515
H 2.6471 2.8885 -1.7198
H 0.8744 2.7518 -2.7795
*
```

Calculated values
HOMO level = -3.393 eV
Kohn-Sham gap = 7.10 eV
energy = -9457.898 eV

Atomic partial charges in e from the natural (NBO) method, atoms 1 to 8:
1. C -0.615
2. C -0.611
3. H 0.224
4. H 0.201
5. H 0.193
6. H 0.189
7. H 0.191
8. H 0.227

***

Entry 4:
Below is a gas-phase ion, C3H7N2OS (charge +1) in a non-equilibrium geometry, with properties calculated with ωB97M-V/def2-TZVPD.

Structure (ORCA input):
```
! RIJCOSX wB97M-V def2-TZVPD def2/J DEFGRID3
* xyz 1 1
C 2.3663 -1.1164 -0.0658
C 0.8982 -0.9749 0.0131
N 0.4015 0.1623 -0.1516
C -1.3475 0.3196 0.0739
N -1.5608 1.7746 -0.0944
O -1.9707 -0.2821 1.0927
S -2.5368 -0.8514 -0.4377
H 2.8431 -0.1440 -0.1601
H 2.7270 -1.6295 0.8256
H 2.6230 -1.7370 -0.9258
H 0.3237 -1.8787 0.2144
H -1.1668 2.0645 -1.0026
H -1.0380 2.2705 0.6492
H -2.5623 2.0223 -0.0309
*
```

Calculated values
HOMO level = -14.029 eV
SMILES = C/C=N/[C@]1([NH3+])OS1
Kohn-Sham gap = 9.45 eV
energy = -19077.477 eV

Atomic partial charges in e from the natural (NBO) method, atoms 1 to 8:
1. C -0.669
2. C 0.172
3. N -0.439
4. C 0.329
5. N -0.715
6. O -0.533
7. S 0.508
8. H 0.243

***

Entry 5:
Below is 2 unconnected molecules or ions with the total composition C3H3ClO2 in a non-equilibrium geometry, with properties calculated with ωB97M-V/def2-TZVPD.

Structure (ORCA input):
```
! RIJCOSX wB97M-V def2-TZVPD def2/J DEFGRID3
* xyz 0 1
O -2.6018 1.4897 0.2178
C -2.6172 0.2268 0.5397
C -3.0344 -0.9110 0.6492
Cl -3.0419 -2.6079 0.8038
H -1.7052 1.7577 0.0252
C 0.5771 -0.4071 -0.0520
O 0.3572 0.7863 -0.1052
H -0.0515 -1.2395 -0.2859
H 1.6510 -0.6895 0.1220
*
```

Calculated values
HOMO level = -9.232 eV
SMILES = OC#CCl.C=O
Kohn-Sham gap = 9.54 eV
energy = -19773.125 eV

Atomic partial charges in e from the natural (NBO) method, atoms 1 to 8:
1. O -0.646
2. C 0.287
3. C -0.237
4. Cl 0.071
5. H 0.520
6. C 0.300
7. O -0.533
8. H 0.135

***

Entry 6:
Below is a gas-phase ion, C5H12N2O3P (charge -1) in a non-equilibrium geometry, with properties calculated with ωB97M-V/def2-TZVPD.

Structure (ORCA input):
```
! RIJCOSX wB97M-V def2-TZVPD def2/J DEFGRID3
* xyz -1 3
C 0.5480 1.5844 0.2103
C 1.8753 -0.9979 0.8300
C 0.4515 -1.6153 -1.2779
C -0.6111 -0.8106 0.7532
C 0.6184 -0.6800 -0.0527
N 0.8618 2.8957 -0.0832
N 0.8007 0.6749 -0.5965
O -1.6869 1.3542 -0.3285
O -2.6947 -0.8417 -1.2785
O -3.1912 0.0489 1.0753
P -2.1933 -0.1689 -0.0147
H 0.2616 1.2739 1.2464
H 1.9321 -0.2900 1.5404
H 1.6472 -2.0106 1.3681
H 2.7497 -1.0552 0.1796
H -0.4175 -1.2142 -1.9499
H 1.3185 -1.4938 -2.0130
H 0.3294 -2.7753 -1.1387
H -0.6517 -1.8392 1.1385
H -0.6010 -0.2351 1.7048
H 0.2333 3.6190 0.3301
H 0.9767 2.8476 -1.1525
H -2.5569 1.7290 -0.4905
*
```

Calculated values
HOMO level (spin up / spin down) = -0.720 / -4.722 eV
Kohn-Sham gap (spin up / spin down) = 4.31 / 6.13 eV
energy = -23789.221 eV

Atomic partial charges in e from the natural (NBO) method, atoms 1 to 8:
1. C 0.022
2. C -0.590
3. C -0.637
4. C -0.835
5. C 0.045
6. N -0.742
7. N -0.305
8. O -1.022

***

Entry 7:
Below is 2 unconnected molecules or ions with the total composition C4H8O2, with properties calculated with ωB97M-V/def2-TZVPD.

Structure (ORCA input):
```
! RIJCOSX wB97M-V def2-TZVPD def2/J DEFGRID3
* xyz 0 1
C -1.6854 -0.9577 -0.5665
C -0.6341 -0.9985 0.5195
O 0.2632 -1.7838 0.5614
O -0.7759 -0.0568 1.4725
H -2.6865 -1.0306 -0.1294
H -1.6064 -0.0065 -1.1133
H -1.5355 -1.7829 -1.2431
H -1.5343 0.5204 1.3169
C 1.3763 1.5423 0.0945
C 2.0214 0.4906 -0.3673
H 1.4466 1.8470 1.1252
H 0.7601 2.1603 -0.5420
H 2.6376 -0.1268 0.2703
H 1.9528 0.1832 -1.3986
*
```

Calculated values
HOMO level = -9.932 eV
SMILES = CC(=O)O.C=C
Kohn-Sham gap = 10.56 eV
energy = -8372.002 eV

Atomic partial charges in e from the natural (NBO) method, atoms 1 to 8:
1. C -0.744
2. C 0.803
3. O -0.563
4. O -0.678
5. H 0.227
6. H 0.232
7. H 0.245
8. H 0.484

***

Entry 8:
Below is a molecular structure, C3H4N2O in a non-equilibrium geometry, with properties calculated with ωB97M-V/def2-TZVPD.

Structure (ORCA input):
```
! RIJCOSX wB97M-V def2-TZVPD def2/J DEFGRID3
* xyz 0 3
C -0.7690 -3.1209 0.3043
C -0.4434 -1.3739 -0.4544
C -0.3408 -0.2382 0.5133
N -1.0453 -4.2139 0.4782
N 0.3927 0.8927 0.1653
O -1.5128 -0.5147 -0.2197
H 0.0651 -1.4808 -1.3357
H -0.5045 -0.4247 1.5405
H 1.4304 0.5697 0.0747
H 0.0299 1.1835 -0.7942
*
```

Calculated values
HOMO level (spin up / spin down) = -5.538 / -10.474 eV
Kohn-Sham gap (spin up / spin down) = 5.86 / 5.74 eV
energy = -8194.065 eV

Atomic partial charges in e from the natural (NBO) method, atoms 1 to 8:
1. C 0.062
2. C 0.060
3. C 0.222
4. N -0.442
5. N -0.696
6. O -0.414
7. H 0.177
8. H 0.216

***

- Look up the energy of the seventh one.
  -8372.002 eV

***

- energy of number 5 (C3H3ClO2)?
  -19773.125 eV

***

- Among the records above, which one has the lowest energy?
  C5H12N2O3P